Entry 1:
# C5H8IN2

A structure of composition C5H8IN2 in a non-equilibrium geometry (ωB97M-V with the def2-TZVPD basis set, the Open Molecules 2025 dataset).

Atoms and positions in Å:
C1 0.199 0.885 -0.851
C2 0.714 -0.293 -0.697
C3 -1.158 0.819 0.601
C4 0.214 -1.058 0.489
C5 1.850 -0.761 -1.559
N1 -0.940 -0.359 1.152
N2 -1.971 1.735 1.060
I1 -2.092 -1.377 2.596
H1 0.239 1.929 -1.335
H2 -0.041 -2.151 0.174
H3 1.091 -1.006 1.113
H4 1.630 -1.717 -1.987
H5 2.885 -0.690 -1.034
H6 1.947 -0.204 -2.408
H7 -2.016 2.734 0.794
H8 -2.549 1.514 1.892

Output
LUMO = -5.03 eV
Kohn-Sham gap = 8.8 eV
energy above the lowest of the compared OMol25 structures with the same formula, charge and spin = 2.207 eV
total charge = +1
multiplicity = 1
total energy = -602.18247 hartree

=====

Entry 2:
# C9H10BrNO3

An isolated molecule of C9H10BrNO3 in a non-equilibrium geometry (ωB97M-V with the def2-TZVPD basis set, the Open Molecules 2025 dataset).

Atoms and positions in Å:
C1 0.647 0.674 1.298
C2 -0.596 -0.053 0.816
C3 -0.333 -1.490 1.358
C4 0.242 -2.387 0.540
C5 0.915 -1.913 -0.680
C6 0.405 -0.871 -1.242
C7 -0.735 -0.140 -0.725
C8 -0.874 1.233 -1.487
O1 -0.003 1.751 -2.100
C9 -2.218 1.890 -1.380
Br1 -2.141 3.014 0.212
N1 -2.001 -0.981 -1.013
O2 -2.221 -1.111 -2.192
O3 -2.664 -1.500 -0.165
H1 1.406 0.211 0.679
H2 0.746 0.365 2.423
H3 0.381 1.793 1.249
H4 -1.433 0.386 1.355
H5 -0.810 -1.754 2.408
H6 0.380 -3.303 0.933
H7 1.783 -2.380 -1.166
H8 0.810 -0.514 -2.186
H9 -3.074 1.220 -1.136
H10 -2.372 2.424 -2.275

Output
LUMO = -0.08 eV
Kohn-Sham gap = 9.0 eV
structure (SMILES) = C[C@@H]1C=CC=C[C@@]1(C(=O)CBr)[N+](=O)[O-]
energy above the lowest of the compared OMol25 structures with the same formula, charge and spin = 1.255 eV
multiplicity = 1
total energy = -3203.25754 hartree

=====

Entry 3:
# C31H29FN6O7Sm

A structure of composition C31H29FN6O7Sm in a non-equilibrium geometry (ωB97M-V with the def2-TZVPD basis set, the Open Molecules 2025 dataset).

Atoms and positions in Å:
Sm1 0.046 0.090 1.960
C1 1.806 -1.904 2.131
C2 2.562 -0.755 1.804
C3 2.566 0.100 2.929
C4 1.811 -0.516 3.950
C5 1.340 -1.756 3.454
C6 0.590 -2.812 4.206
C7 1.665 -0.008 5.349
C8 3.333 1.384 3.039
C9 3.346 -0.511 0.554
C10 1.591 -3.134 1.303
H1 -0.235 -3.215 3.615
H2 0.166 -2.424 5.134
H3 1.253 -3.644 4.471
H4 1.499 1.071 5.372
H5 2.563 -0.223 5.938
H6 0.819 -0.472 5.860
H7 2.862 2.211 2.497
H8 4.342 1.268 2.634
H9 3.428 1.693 4.083
H10 3.219 0.515 0.199
H11 3.030 -1.179 -0.253
H12 4.416 -0.676 0.719
H13 0.526 -3.354 1.168
H14 2.046 -4.010 1.780
H15 2.039 -3.029 0.310
C11 1.399 1.935 -5.523
C12 -0.052 1.646 -5.160
C13 -0.784 0.833 -6.213
C14 -0.141 -0.541 -6.360
C15 -0.013 -1.214 -5.009
C16 0.106 -2.578 -4.908
C17 0.188 -3.196 -3.662
F1 0.316 -4.533 -3.629
C18 0.125 -2.493 -2.501
C19 0.010 -1.099 -2.575
C20 -0.048 -0.323 -1.333
O1 -0.052 -0.894 -0.235
C21 -0.095 1.105 -1.485
C22 -0.147 1.647 -2.721
N1 -0.124 0.934 -3.865
C23 -0.040 -0.457 -3.818
C24 -0.040 1.994 -0.275
O2 -0.815 2.946 -0.201
O3 0.854 1.625 0.577
H16 1.460 2.418 -6.503
H17 1.990 1.016 -5.547
H18 1.850 2.600 -4.783
H19 -0.573 2.589 -5.019
H20 -0.781 1.377 -7.158
H21 -1.823 0.715 -5.898
H22 0.843 -0.449 -6.826
H23 -0.741 -1.169 -7.018
H24 0.128 -3.189 -5.803
H25 0.156 -2.972 -1.528
H26 -0.206 2.724 -2.841
O4 -6.066 -1.368 1.812
C25 -5.911 -0.059 1.896
O5 -6.852 0.694 2.033
C26 -4.535 0.489 1.731
C27 -4.294 1.827 1.532
N2 -2.978 1.976 1.371
N3 -2.326 0.823 1.458
C28 -3.248 -0.102 1.686
C29 -2.759 -1.509 1.945
O6 -3.581 -2.434 1.891
O7 -1.523 -1.608 2.219
H27 -5.184 -1.845 1.708
H28 -4.986 2.654 1.497
H29 -2.431 2.780 1.096
N4 1.286 6.055 4.014
C30 0.609 5.113 4.111
N5 -0.217 4.099 4.292
C31 -0.223 2.912 3.828
N6 -0.361 1.798 3.490

Output
LUMO (alpha / beta) = 1.48 / 1.48 eV
Kohn-Sham gap (alpha / beta) = 6.4 / 6.4 eV
energy above the lowest of the compared OMol25 structures with the same formula, charge and spin = 0.137 eV
expectation value of S² = 8.760
total charge = -1
multiplicity = 6
total energy = -2812.11671 hartree

=====

Entry 4:
# C5H9P

A cluster of 2 separate species, C5H9P in total in a non-equilibrium geometry (ωB97M-V with the def2-TZVPD basis set, the Open Molecules 2025 dataset).

Atoms and positions in Å:
C1 -1.104 1.839 -0.261
C2 -1.205 1.216 0.916
C3 -0.328 0.638 -0.091
C4 -1.277 -1.430 -1.193
C5 1.881 -0.714 0.952
P1 1.353 0.289 -0.623
H1 -1.302 2.713 -0.801
H2 -1.745 1.035 1.767
H3 -0.630 -2.055 -0.686
H4 -1.249 -1.113 -2.131
H5 -2.246 -1.396 -0.884
H6 1.104 -0.404 1.622
H7 2.823 -0.408 1.134
H8 1.846 -1.757 0.503
H9 2.079 1.545 -0.224

Output
LUMO (alpha / beta) = 0.79 / 0.79 eV
Kohn-Sham gap (alpha / beta) = 8.1 / 7.5 eV
energy above the lowest of the compared OMol25 structures with the same formula, charge and spin = 5.930 eV
multiplicity = 1
total energy = -536.99543 hartree

=====

Entry 5:
# C4H13N3O2

An isolated molecule of C4H13N3O2 in a non-equilibrium geometry (ωB97M-V with the def2-TZVPD basis set, the Open Molecules 2025 dataset).

Atoms and positions in Å:
C1 -2.208 0.606 -0.729
O1 -0.952 1.260 -0.750
C2 0.428 0.571 -0.555
N1 1.327 1.578 -0.134
O2 0.664 0.187 -1.854
C3 0.473 -0.666 0.388
C4 -0.036 -0.318 1.786
N2 -0.357 -1.714 -0.176
N3 1.858 -1.137 0.488
H1 -2.843 1.137 -0.015
H2 -2.137 -0.440 -0.432
H3 -2.669 0.662 -1.719
H4 1.328 2.355 -0.785
H5 1.093 1.920 0.790
H6 0.102 0.902 -2.308
H7 -1.033 0.108 1.732
H8 0.632 0.381 2.285
H9 -0.061 -1.228 2.380
H10 -0.158 -2.577 0.320
H11 -0.114 -1.849 -1.152
H12 2.212 -1.319 -0.447
H13 2.450 -0.417 0.887

Output
LUMO = 0.85 eV
Kohn-Sham gap = 10.3 eV
structure (SMILES) = CO[C@](N)(O)C(C)(N)N
energy above the lowest of the compared OMol25 structures with the same formula, charge and spin = 1.001 eV
multiplicity = 1
total energy = -474.94016 hartree

=====

Entry 6:
# C39H40N2P2PtSi

A structure of composition C39H40N2P2PtSi (ωB97M-V with the def2-TZVPD basis set, the Open Molecules 2025 dataset).

Atoms and positions in Å:
Pt1 0.175 -0.233 -0.359
C1 2.733 -1.441 -2.190
Si1 2.393 -0.667 -0.525
C2 3.291 0.987 -0.553
C3 4.657 1.184 -0.365
C4 5.244 2.414 -0.631
C5 4.477 3.473 -1.106
C6 3.113 3.307 -1.292
C7 2.522 2.081 -0.999
P1 0.723 1.850 -1.108
C8 0.020 2.863 0.235
C9 0.822 3.425 1.223
C10 0.246 4.131 2.273
C11 -1.131 4.274 2.349
C12 -1.939 3.716 1.365
C13 -1.366 3.016 0.317
C14 0.119 2.619 -2.630
C15 0.077 1.828 -3.780
C16 -0.321 2.375 -4.991
C17 -0.689 3.713 -5.057
C18 -0.655 4.503 -3.916
C19 -0.250 3.961 -2.703
C20 2.822 -1.976 0.773
C21 4.100 -2.500 0.976
C22 4.315 -3.517 1.896
C23 3.256 -4.034 2.639
C24 1.975 -3.538 2.451
C25 1.763 -2.521 1.524
P2 0.117 -1.807 1.262
C26 -1.061 -3.154 0.910
C27 -0.654 -4.289 0.211
C28 -1.591 -5.194 -0.273
C29 -2.947 -4.980 -0.065
C30 -3.367 -3.859 0.646
C31 -2.430 -2.950 1.127
C32 -0.438 -1.109 2.839
C33 -0.089 0.214 3.113
C34 -0.388 0.770 4.347
C35 -1.037 0.013 5.312
C36 -1.386 -1.304 5.046
C37 -1.086 -1.868 3.814
H1 3.809 -1.625 -2.280
H2 2.450 -0.783 -3.014
H3 2.221 -2.398 -2.302
H4 5.282 0.369 -0.017
H5 6.308 2.548 -0.482
H6 4.942 4.425 -1.322
H7 2.512 4.136 -1.649
H8 1.899 3.319 1.177
H9 0.880 4.578 3.028
H10 -1.575 4.829 3.165
H11 -3.013 3.846 1.410
H12 -2.000 2.620 -0.472
H13 0.371 0.785 -3.725
H14 -0.335 1.763 -5.883
H15 -0.995 4.143 -6.001
H16 -0.938 5.546 -3.970
H17 -0.222 4.585 -1.818
H18 4.941 -2.124 0.404
H19 5.312 -3.913 2.037
H20 3.433 -4.819 3.362
H21 1.151 -3.933 3.035
H22 0.402 -4.466 0.042
H23 -1.259 -6.077 -0.803
H24 -3.670 -5.701 -0.424
H25 -4.417 -3.735 0.891
H26 -2.760 -2.101 1.718
H27 0.415 0.806 2.358
H28 -0.111 1.794 4.556
H29 -1.268 0.447 6.276
H30 -1.884 -1.897 5.801
H31 -1.341 -2.904 3.628
N1 -4.618 -1.714 -1.932
C38 -4.235 -0.258 -2.117
C39 -2.725 -0.095 -2.070
N2 -2.128 -0.518 -0.803
H32 -5.633 -1.838 -1.955
H33 -4.274 -2.094 -1.041
H34 -4.224 -2.295 -2.677
H35 -4.730 0.299 -1.323
H36 -4.644 0.053 -3.077
H37 -2.478 0.948 -2.270
H38 -2.261 -0.671 -2.875
H39 -2.126 -1.529 -0.705
H40 -2.595 -0.125 0.011

Output
LUMO = -5.52 eV
Kohn-Sham gap = 7.7 eV
energy above the lowest of the compared OMol25 structures with the same formula, charge and spin = 0.078 eV
total charge = +2
multiplicity = 1
total energy = -2710.81106 hartree

=====

Entry 7:
# C31H40AsN3O8PbS3Si2

A structure of composition C31H40AsN3O8PbS3Si2 in a non-equilibrium geometry (ωB97M-V with the def2-TZVPD basis set, the Open Molecules 2025 dataset).

Atoms and positions in Å:
Pb1 0.483 -1.926 -0.443
O1 -1.703 -1.719 3.233
C1 -1.268 -0.713 2.718
O2 -0.060 -0.527 2.293
C2 -2.156 0.498 2.428
C3 -2.848 0.258 1.068
C4 -3.913 1.354 0.879
C5 -3.006 2.576 0.626
C6 -1.606 1.921 0.632
O3 -1.864 0.626 0.124
C7 -1.196 1.622 2.073
C8 0.252 1.032 2.180
O4 0.891 1.376 3.213
O5 0.928 1.177 1.003
H1 -2.863 0.694 3.234
H2 -3.176 -0.766 0.895
H3 -4.532 1.123 0.009
H4 -4.550 1.468 1.756
H5 -3.205 3.030 -0.344
H6 -3.103 3.339 1.396
H7 -0.854 2.428 0.032
H8 -1.227 2.496 2.723
S1 3.012 -2.351 0.012
C9 3.639 -2.358 -1.620
C10 5.006 -2.654 -1.704
N1 6.133 -2.889 -1.742
C11 2.958 -2.046 -2.770
S2 1.275 -1.578 -2.904
C12 3.637 -2.055 -3.994
N2 4.162 -2.054 -5.019
C13 -3.107 0.102 -6.551
C14 -2.923 -0.432 -5.163
C15 -2.846 0.429 -4.076
C16 -2.663 -0.101 -2.810
N3 -2.561 -1.397 -2.572
C17 -2.606 -2.222 -3.603
C18 -2.794 -1.792 -4.909
H9 -3.581 1.081 -6.529
H10 -3.712 -0.575 -7.150
H11 -2.138 0.205 -7.037
H12 -2.929 1.497 -4.222
H13 -2.591 0.533 -1.939
H14 -2.486 -3.273 -3.371
H15 -2.835 -2.511 -5.714
C19 3.665 5.066 2.294
Si1 2.099 3.931 2.196
C20 1.473 4.111 4.009
C21 0.810 4.942 1.155
As1 2.625 1.729 1.427
Si2 2.957 2.224 -0.880
C22 3.810 3.916 -1.296
C23 1.397 2.202 -1.999
C24 4.224 1.003 -1.643
H16 3.440 5.987 2.824
H17 4.053 5.332 1.318
H18 4.455 4.551 2.835
H19 1.303 5.146 4.301
H20 2.203 3.674 4.684
H21 0.557 3.555 4.157
H22 0.662 5.946 1.546
H23 -0.150 4.435 1.160
H24 1.127 5.029 0.120
H25 3.218 4.782 -1.018
H26 4.015 3.978 -2.362
H27 4.758 3.980 -0.769
H28 0.748 3.059 -1.824
H29 0.823 1.301 -1.800
H30 1.666 2.195 -3.053
H31 5.179 1.484 -1.840
H32 3.866 0.600 -2.587
H33 4.412 0.165 -0.978
C25 -2.213 -4.282 4.946
C26 -1.608 -4.724 3.647
C27 -0.260 -4.490 3.392
C28 0.285 -4.797 2.157
C29 -0.512 -5.348 1.176
C30 -1.844 -5.602 1.416
C31 -2.388 -5.304 2.655
S3 0.147 -5.536 -0.478
O6 1.502 -6.030 -0.365
O7 -0.754 -6.410 -1.207
O8 0.058 -4.138 -0.998
H34 -1.527 -4.448 5.776
H35 -3.156 -4.788 5.148
H36 -2.400 -3.212 4.871
H37 0.349 -4.016 4.150
H38 1.324 -4.604 1.931
H39 -2.434 -6.027 0.620
H40 -3.438 -5.491 2.841

Output
LUMO = 3.93 eV
Kohn-Sham gap = 6.8 eV
energy above the lowest of the compared OMol25 structures with the same formula, charge and spin = 2.115 eV
total charge = -2
multiplicity = 1
total energy = -6173.88049 hartree

=====

Entry 8:
# C3H10N3

A cluster of 2 separate species, C3H10N3 in total in a non-equilibrium geometry (ωB97M-V with the def2-TZVPD basis set, the Open Molecules 2025 dataset).

Atoms and positions in Å:
C1 -1.047 -0.885 -0.026
C2 -0.963 -0.994 -1.384
N1 -0.428 -2.291 -1.895
N2 -0.907 0.265 0.707
H1 -1.195 -1.796 0.553
H2 -1.215 -0.286 -2.152
H3 0.444 -2.141 -2.461
H4 -0.126 -2.895 -1.102
H5 -1.089 -2.861 -2.436
H6 -0.216 0.969 0.495
H7 -1.031 0.161 1.704
C3 1.420 2.392 1.933
N3 1.602 2.353 0.688
H8 0.905 1.599 2.467
H9 1.772 3.223 2.553
H10 2.073 3.188 0.355

Output
LUMO (alpha / beta) = 0.78 / 0.77 eV
Kohn-Sham gap (alpha / beta) = 4.2 / 9.0 eV
energy above the lowest of the compared OMol25 structures with the same formula, charge and spin = 3.021 eV
expectation value of S² = 0.751
multiplicity = 2
total energy = -284.38253 hartree